[1]
Computed, not measured: 7 unconnected molecules or ions with the total composition C20H40ClNO21P in a non-equilibrium geometry, with the ωB97M-V functional and the def2-TZVPD basis.

Geometry as ORCA input:
```
! RIJCOSX wB97M-V def2-TZVPD def2/J DEFGRID3
* xyz -1 1
N 0.760 -0.884 -2.679
C 1.234 -0.803 -4.089
C 1.210 -2.224 -4.864
O 1.545 -3.302 -4.264
O 0.859 -2.204 -6.203
P 2.960 -0.054 -4.305
O 4.160 -1.291 -4.323
Cl 2.978 0.677 -6.326
H 0.094 -0.119 -2.510
H 1.525 -0.861 -1.993
H 0.503 -0.126 -4.672
H 5.058 -0.895 -4.308
C 1.725 -4.949 -1.475
O 0.895 -5.192 -0.333
C 0.976 -4.251 0.617
O 1.666 -3.261 0.582
O 0.151 -4.603 1.625
C 0.135 -3.685 2.715
H 1.578 -5.771 -2.176
H 1.438 -4.019 -1.972
H 2.779 -4.925 -1.187
H -0.216 -2.704 2.388
H 1.125 -3.610 3.170
H -0.560 -4.067 3.464
C -2.651 1.809 4.687
O -1.897 0.599 4.749
C -0.684 0.733 5.310
O -0.213 1.757 5.744
O -0.088 -0.470 5.305
C 1.219 -0.479 5.875
H -3.608 1.582 4.216
H -2.842 2.197 5.690
H -2.135 2.554 4.076
H 1.183 -0.184 6.926
H 1.890 0.174 5.313
H 1.602 -1.499 5.816
C 1.711 1.582 -10.333
O 1.646 2.860 -10.970
C 2.566 3.738 -10.540
O 3.402 3.534 -9.695
O 2.393 4.888 -11.217
C 3.309 5.920 -10.859
H 0.925 0.957 -10.757
H 2.673 1.104 -10.525
H 1.534 1.677 -9.259
H 4.336 5.614 -11.072
H 3.196 6.187 -9.806
H 3.077 6.797 -11.465
C 2.296 4.362 -5.199
O 1.472 4.109 -4.061
C 1.556 5.042 -3.101
O 2.247 6.032 -3.131
O 0.736 4.682 -2.097
C 0.724 5.590 -0.999
H 2.148 3.547 -5.908
H 2.007 5.297 -5.684
H 3.350 4.383 -4.914
H 0.373 6.574 -1.316
H 1.716 5.660 -0.546
H 0.031 5.200 -0.252
C -2.086 2.139 8.822
O -2.853 3.332 8.659
C -3.299 3.863 9.809
O -3.104 3.423 10.915
O -3.999 4.971 9.511
C -4.537 5.645 10.647
H -1.779 1.800 7.833
H -1.188 2.336 9.413
H -2.688 1.354 9.285
H -3.737 5.982 11.310
H -5.236 4.999 11.183
H -5.080 6.520 10.289
C -5.074 -9.198 2.174
O -3.837 -8.914 2.822
C -3.018 -8.112 2.118
O -3.249 -7.642 1.032
O -1.899 -7.926 2.836
C -0.928 -7.086 2.207
H -5.653 -9.850 2.830
H -5.644 -8.280 2.010
H -4.904 -9.720 1.230
H -1.331 -6.088 2.045
H -0.592 -7.525 1.264
H -0.069 -7.007 2.875
*
```

The value obtained for the HOMO energy is -4.251 eV. As for the LUMO energy: 1.701 eV. Its total energy is -87689.272 eV.

These are the Löwdin partial charges, in e, on atoms 1 to 5: atom 1 (N): -0.011, atom 2 (C): -0.508, atom 3 (C): -0.615, atom 4 (O): -0.101, atom 5 (O): -0.229

[2]
Computed, not measured: a molecular structure, C20H40LaNOP3S in a non-equilibrium geometry, with the ωB97M-V functional and the def2-TZVPD basis.

Geometry as ORCA input:
```
! RIJCOSX wB97M-V def2-TZVPD def2/J DEFGRID3
* xyz 3 1
La -0.130 -0.132 -0.318
P 0.300 -2.571 -1.586
P 2.693 -0.153 0.493
P -2.806 0.352 -1.195
H 1.718 2.911 -1.163
C 0.653 3.063 -0.956
C 0.210 3.304 0.291
H 0.895 3.324 1.148
C 1.016 -2.208 -3.238
C 1.505 -3.840 -1.135
C -1.130 -3.573 -2.113
C 3.295 1.366 1.308
C 3.284 -1.484 1.604
C 3.860 -0.325 -0.921
C -3.426 2.027 -0.903
C -4.261 -0.732 -0.989
C -2.624 0.300 -3.004
H -0.033 2.967 -1.806
H -0.861 3.434 0.507
H 1.195 -3.159 -3.776
H 1.927 -1.588 -3.202
H 0.219 -1.633 -3.707
H 1.425 -4.625 -1.904
H 1.250 -4.218 -0.136
H 2.510 -3.401 -1.111
H -0.744 -4.469 -2.622
H -1.795 -3.009 -2.781
H -1.705 -3.852 -1.220
H 4.368 1.498 1.114
H 3.126 1.314 2.393
H 2.752 2.242 0.925
H 4.382 -1.489 1.643
H 2.930 -2.460 1.249
H 2.890 -1.329 2.618
H 4.901 -0.321 -0.565
H 3.708 0.517 -1.612
H 3.658 -1.267 -1.457
H -4.137 2.306 -1.690
H -2.597 2.750 -0.883
H -3.926 2.055 0.076
H -5.141 -0.266 -1.458
H -4.442 -0.879 0.087
H -4.071 -1.715 -1.442
H -3.540 0.638 -3.508
H -2.387 -0.717 -3.349
H -1.794 0.945 -3.315
C -0.891 0.618 -6.037
C -0.126 0.238 -7.163
C -0.043 1.163 -8.218
C -0.749 2.393 -8.168
C -1.648 2.657 -7.113
C -1.770 1.722 -6.052
O -0.662 -0.032 -4.853
H 0.050 -0.699 -4.963
H 0.375 -0.754 -7.155
H 0.566 0.905 -9.093
H -0.609 3.150 -8.962
H -2.256 3.585 -7.117
H -2.522 1.834 -5.261
S -1.905 -2.713 2.888
C -0.861 -1.807 3.958
C -0.197 -0.812 3.286
N -0.571 -0.715 1.930
C -1.475 -1.676 1.601
H -0.768 -2.040 5.016
H 0.561 -0.140 3.695
H -1.981 -1.739 0.624
*
```

The value obtained for the HOMO energy is -14.658 eV. As for the LUMO energy: -10.235 eV. Its total energy is -64461.573 eV.

These are the Löwdin partial charges, in e, on atoms 1 to 5: atom 1 (La): 1.547, atom 2 (P): 0.645, atom 3 (P): 0.650, atom 4 (P): 0.643, atom 5 (H): 0.064

[3]
Computed, not measured: 3 unconnected molecules or ions with the total composition C20H40N4O3S in a non-equilibrium geometry, with the ωB97M-V functional and the def2-TZVPD basis.

Geometry as ORCA input:
```
! RIJCOSX wB97M-V def2-TZVPD def2/J DEFGRID3
* xyz 0 1
N 0.872 -2.324 0.741
C 0.844 -1.248 -0.138
O 1.806 -0.940 -0.805
C -0.422 -0.387 -0.261
C -1.044 -0.550 -1.668
C -2.278 -1.463 -1.722
C -3.361 -1.218 -0.629
C -3.306 -2.546 0.162
N -4.704 -2.922 0.549
C -5.156 -2.199 1.413
S -5.736 -1.090 2.368
O -2.900 -3.521 -0.779
C -1.899 -2.931 -1.536
O -0.928 -3.509 -1.896
H 1.587 -2.963 0.412
H -0.023 -2.789 0.824
H -0.059 0.635 -0.144
H -1.118 -0.571 0.563
H -1.295 0.428 -2.078
H -0.266 -0.981 -2.303
H -2.779 -1.301 -2.678
H -3.154 -0.347 -0.011
H -4.321 -1.069 -1.115
H -2.626 -2.521 1.016
C -4.607 1.285 6.573
C -3.380 0.693 5.895
N -3.094 1.295 4.606
C -2.126 0.550 3.824
C -0.695 0.429 4.360
C -2.934 2.739 4.603
C -1.859 3.347 5.512
H -5.474 1.245 5.912
H -4.842 0.714 7.473
H -4.449 2.320 6.877
H -3.567 -0.372 5.736
H -2.525 0.759 6.586
H -2.089 0.977 2.816
H -2.523 -0.463 3.690
H -0.141 1.361 4.255
H -0.152 -0.328 3.789
H -0.672 0.126 5.407
H -3.895 3.185 4.874
H -2.762 3.069 3.575
H -1.879 2.923 6.517
H -2.028 4.421 5.610
H -0.857 3.219 5.104
C 2.361 0.748 -3.552
C 3.433 -0.240 -3.985
N 3.973 0.039 -5.304
C 4.767 -1.050 -5.845
C 6.063 -1.428 -5.119
C 4.513 1.373 -5.495
C 5.635 1.837 -4.557
H 1.568 0.817 -4.301
H 1.917 0.413 -2.615
H 2.766 1.747 -3.384
H 2.980 -1.234 -4.007
H 4.215 -0.273 -3.211
H 5.000 -0.827 -6.890
H 4.127 -1.938 -5.879
H 6.853 -0.697 -5.286
H 6.429 -2.385 -5.499
H 5.915 -1.541 -4.044
H 3.688 2.086 -5.412
H 4.851 1.467 -6.531
H 5.419 1.610 -3.512
H 5.753 2.920 -4.637
H 6.595 1.393 -4.815
*
```

The SMILES is NC(=O)CC[C@@H]1C[C@@H](N=C=S)OC1=O.CCN(CC)CC.CCN(CC)CC. The value obtained for the HOMO energy is -7.824 eV. As for the LUMO energy: -0.020 eV. Its total energy is -44326.409 eV.

These are the Löwdin partial charges, in e, on atoms 1 to 5: atom 1 (N): 0.163, atom 2 (C): -0.521, atom 3 (O): 0.056, atom 4 (C): -0.087, atom 5 (C): -0.124